Record 1
Formula: C42H42CaO3P2
Source: OMol25
Level of theory: ωB97M-V/def2-TZVPD

Calculated values
**HOMO (alpha / beta)**: -5.98 / -5.48 eV
**Molecular weight**: 696.8 Da
**Relative energy (zero: lowest compared OMol25 entry of this formula, charge and spin)**: 0.0 kcal/mol

Last column: Mulliken charge in e.
CARTESIAN COORDINATES (ANGSTROEM)
Ca1 0.93937 2.07397 -3.23942  1.205
C1 -1.11632 1.31296 -3.50313  -0.581
C2 -0.40650 0.34104 -2.85972  1.890
C3 0.77559 -0.48283 -3.24481  0.073
C4 1.07900 -0.38441 -4.75235  -1.124
C5 1.56804 0.99654 -5.10039  -0.208
C6 0.82905 2.07787 -5.48046  -1.013
C7 -0.63700 2.11454 -5.91234  -0.698
C8 -1.62455 1.45028 -4.92157  -1.021
C9 2.08886 -0.14983 2.54377  -1.547
H1 -1.61312 2.06002 -2.84985  0.483
H2 -0.78046 0.05671 -1.84281  -1.996
H3 0.58610 -1.52011 -2.92869  0.705
H4 1.67999 -0.18269 -2.63633  -0.126
H5 1.88353 -1.10844 -4.96723  0.508
H6 0.19721 -0.68545 -5.34107  0.342
H7 2.66311 1.06863 -5.19976  0.301
H8 1.35562 2.98838 -5.80529  0.458
H9 -0.79597 1.68948 -6.92241  0.287
H10 -0.92041 3.18125 -5.99721  0.367
H11 -2.49195 2.13616 -4.85501  0.372
H12 -2.06106 0.52513 -5.33992  0.369
H13 1.87755 0.90753 2.73744  0.490
H14 2.99624 -0.44962 3.08413  0.535
H15 1.24198 -0.75436 2.89044  0.404
P1 -1.61872 -1.24921 -0.51341  0.919
P2 2.39264 -0.45862 0.81987  2.226
C10 -0.15750 -1.33966 0.50492  -1.946
C11 1.13431 -1.45303 0.06791  0.235
C12 -2.71599 -2.64536 -0.38209  -0.024
C13 -2.98853 -3.40056 -1.54554  -0.262
C14 -3.85069 -4.49252 -1.45586  -0.601
C15 -4.41685 -4.83935 -0.22000  -0.488
C16 -4.13477 -4.08927 0.92693  -0.648
C17 -3.27989 -2.98803 0.86024  -0.371
C18 -2.55328 0.22995 -0.05554  1.262
C19 -1.83853 1.34294 0.40842  0.014
C20 -2.46916 2.56581 0.57857  -0.392
C21 -3.82093 2.71158 0.25762  -0.946
C22 -4.53037 1.61610 -0.24217  -0.644
C23 -3.90951 0.37862 -0.40685  -1.008
C24 3.99791 -1.27294 0.66379  -0.027
C25 4.06838 -2.66887 0.52562  -0.560
C26 5.31442 -3.30164 0.45062  -0.681
C27 6.49234 -2.54775 0.52272  -0.477
C28 6.42761 -1.15859 0.67801  -0.712
C29 5.18633 -0.52135 0.76274  -0.351
C30 2.50527 1.09958 -0.12711  0.693
C31 1.68164 2.18269 0.21567  -0.178
C32 1.75034 3.37318 -0.50503  -0.524
C33 2.69770 3.52965 -1.52559  -1.171
C34 3.49210 2.43801 -1.90916  -0.675
C35 3.36189 1.21793 -1.23876  -0.076
H16 -0.38476 -1.29442 1.57990  0.451
H17 1.42273 -2.11357 -0.76439  0.876
H18 -2.51774 -3.11615 -2.49014  0.317
H19 -4.06909 -5.07912 -2.34868  0.385
H20 -5.07165 -5.71116 -0.15470  0.359
H21 -4.57402 -4.36676 1.88543  0.416
H22 -3.03652 -2.39471 1.74607  0.461
H23 -0.77488 1.23315 0.62032  -0.432
H24 -1.88655 3.40752 0.95053  0.417
H25 -4.30143 3.68369 0.37939  0.377
H26 -5.57658 1.73695 -0.52232  0.374
H27 -4.45368 -0.47160 -0.82311  0.431
H28 3.14662 -3.25107 0.47445  0.441
H29 5.36199 -4.38623 0.33907  0.390
H30 7.46339 -3.04517 0.46820  0.384
H31 7.34371 -0.56475 0.73061  0.397
H32 5.14088 0.56247 0.89525  0.444
H33 1.01669 2.10082 1.08426  -0.220
H34 1.10002 4.20505 -0.22269  0.455
H35 2.84748 4.50791 -1.98879  0.362
H36 4.27412 2.55781 -2.66864  0.390
H37 3.99242 0.37071 -1.52406  0.357
O1 -1.05690 2.74151 5.33099  -0.767
C36 -1.41626 1.57384 5.85723  0.394
C37 -1.62270 1.45022 7.25079  -0.604
C38 -1.90529 0.20578 7.79448  -0.285
C39 -2.00879 -0.93137 6.97475  -0.738
C40 -1.84344 -0.80681 5.59424  -0.379
C41 -1.55508 0.43300 5.01748  0.181
C42 -1.37696 0.57416 3.53336  0.455
O2 -1.75781 -0.39379 2.83133  -0.426
O3 -0.83578 1.66278 3.11215  -0.682
H38 -0.88791 2.51169 4.31905  0.431
H39 -1.53229 2.34591 7.86449  0.407
H40 -2.04612 0.11225 8.87188  0.348
H41 -2.21890 -1.91080 7.40528  0.377
H42 -1.93092 -1.66177 4.92396  0.398

Forces on atoms 1 to 2 (eV/Å):
4.029 3.753 3.182
-2.909 -2.151 0.521

***

Record 2
Formula: C26H32N2O2
Source: OMol25
Level of theory: ωB97M-V/def2-TZVPD

Calculated values
**HOMO**: -7.74 eV
**Molecular weight**: 404.6 Da
**Relative energy (zero: lowest compared OMol25 entry of this formula, charge and spin)**: 49.3 kcal/mol

Last column: Mulliken charge in e.
CARTESIAN COORDINATES (ANGSTROEM)
C1 -0.17734 -5.05066 -1.72074  -1.309
C2 -1.36105 -4.83559 -0.78555  -0.364
C3 -1.93802 -3.42885 -0.91732  -0.076
C4 -3.13562 -3.22734 0.02031  -1.342
N1 -3.73990 -1.90540 0.01686  0.244
C5 -4.36926 -1.55879 -1.24282  -1.139
C6 -2.87007 -0.85250 0.51400  -0.839
C7 -3.72701 0.21460 1.21709  0.665
O1 -4.63418 -0.39982 2.09534  -0.665
C8 -2.86089 1.18742 2.03766  -1.630
N2 -1.97470 1.94932 1.20805  0.442
C9 -0.66626 1.67103 0.98352  -0.737
C10 -0.12778 2.54311 0.05858  1.123
C11 1.20754 2.59572 -0.44178  -0.404
C12 2.23594 1.80605 -0.07664  -0.824
C13 3.55087 1.96860 -0.69255  0.340
O2 3.74881 2.71793 -1.63720  -0.634
C14 4.65710 1.14681 -0.12899  0.460
C15 4.72750 0.79731 1.21633  -0.701
C16 5.79323 0.05488 1.68928  -0.629
C17 6.80713 -0.36640 0.83751  0.937
C18 7.96604 -1.16314 1.35278  -1.398
C19 6.73911 -0.00721 -0.50481  -0.517
C20 5.68619 0.74703 -0.97945  -0.659
C21 -1.20292 3.42081 -0.31826  0.413
C22 -1.30218 4.49780 -1.19522  -0.318
C23 -2.51678 5.13634 -1.31770  -0.795
C24 -3.63086 4.72553 -0.58248  -0.733
C25 -3.56047 3.66281 0.29339  -0.667
C26 -2.33864 3.01338 0.41814  0.059
H1 -0.47949 -4.91370 -2.75672  0.329
H2 0.21968 -6.05681 -1.60960  0.391
H3 0.61769 -4.34148 -1.50052  0.326
H4 -2.14042 -5.56707 -1.01156  0.298
H5 -1.04305 -5.00074 0.24667  0.319
H6 -2.25067 -3.26594 -1.95053  0.275
H7 -1.16204 -2.69657 -0.68224  0.234
H8 -3.92174 -3.94170 -0.24228  0.419
H9 -2.82630 -3.44155 1.04834  0.327
H10 -4.98858 -2.39141 -1.57108  0.359
H11 -5.01166 -0.69129 -1.09774  0.313
H12 -3.64564 -1.32003 -2.03410  0.375
H13 -2.26860 -0.38322 -0.27913  0.425
H14 -2.19547 -1.29015 1.25422  0.489
H15 -4.27662 0.79737 0.45913  0.150
H16 -4.86433 -1.25040 1.68847  0.432
H17 -2.27850 0.61764 2.76558  0.414
H18 -3.52896 1.85869 2.58415  0.365
H19 -0.18785 0.86621 1.50851  0.430
H20 1.41196 3.35484 -1.18661  0.410
H21 2.11302 1.02423 0.65643  0.430
H22 3.96596 1.13112 1.90604  0.446
H23 5.84054 -0.20144 2.73865  0.344
H24 8.24979 -1.93617 0.64149  0.357
H25 8.82840 -0.51181 1.49878  0.282
H26 7.72751 -1.62912 2.30584  0.359
H27 7.52440 -0.31956 -1.17862  0.378
H28 5.63652 1.03696 -2.01861  0.407
H29 -0.44571 4.82439 -1.76485  0.440
H30 -2.61552 5.97335 -1.99282  0.393
H31 -4.56546 5.25268 -0.70360  0.392
H32 -4.42442 3.35189 0.86104  0.388

Forces on atoms 1 to 2 (eV/Å):
-0.163 -0.089 0.181
0.096 0.239 -0.186

***

Record 3
Formula: CH2FLiOTl
Source: OMol25
Level of theory: ωB97M-V/def2-TZVPD

Calculated values
**Spin multiplicity**: 2
**HOMO (alpha / beta)**: -21.93 / -21.73 eV
**Molecular weight**: 260.3 Da
**Relative energy (zero: lowest compared OMol25 entry of this formula, charge and spin)**: 17.2 kcal/mol
**Charge**: +2

Last column: Mulliken charge in e.
CARTESIAN COORDINATES (ANGSTROEM)
C1 0.37183 -0.71275 0.07130  -0.259
O1 -0.38129 1.57555 0.77038  -0.450
Tl1 -1.33408 -0.02224 1.32281  1.277
Li1 -0.64814 1.60510 -1.12333  0.952
F1 0.30001 -0.03059 -1.24192  -0.267
H1 0.29537 -1.75730 -0.26516  0.354
H2 1.39630 -0.65776 0.46591  0.392

Forces on atoms 1 to 2 (eV/Å):
2.352 -1.471 -4.570
0.867 2.626 -0.610

***

Record 4
Formula: C5H10NOS
Source: OMol25
Level of theory: ωB97M-V/def2-TZVPD

Calculated values
**HOMO**: -2.58 eV
**Molecular weight**: 132.2 Da
**Relative energy (zero: lowest compared OMol25 entry of this formula, charge and spin)**: 17.6 kcal/mol
**Charge**: -1

Last column: Mulliken charge in e.
CARTESIAN COORDINATES (ANGSTROEM)
C1 0.68759 -2.67049 -0.88727  -1.116
C2 0.67369 -1.21492 -0.30575  -0.415
C3 -0.52738 -0.92933 0.51306  0.504
O1 -1.27189 -1.74880 1.07044  -0.702
N1 -0.69003 0.33829 1.05649  -0.065
C4 0.01823 1.55155 0.67599  -0.540
C5 -0.77390 2.52208 -0.12785  -0.680
S1 0.07251 4.10475 -0.53692  -0.662
H1 0.22089 -3.44203 -0.26622  0.298
H2 1.74032 -2.95387 -0.85394  0.327
H3 0.34187 -2.58923 -1.91726  0.281
H4 1.56564 -1.12061 0.34492  0.277
H5 0.96777 -0.48730 -1.04696  0.412
H6 -1.54664 0.51979 1.55027  0.246
H7 0.90459 1.37605 0.06208  0.177
H8 0.44147 2.11374 1.54464  0.269
H9 -1.83875 2.70112 0.18775  0.236
H10 -0.98598 1.92920 -1.06347  0.153

Forces on atoms 1 to 2 (eV/Å):
0.901 1.115 0.413
1.128 -1.664 0.092

***

Record 5
Formula: C14H21N7
Source: OMol25
Level of theory: ωB97M-V/def2-TZVPD

Calculated values
**HOMO**: -11.53 eV
**Molecular weight**: 287.4 Da
**Relative energy (zero: lowest compared OMol25 entry of this formula, charge and spin)**: 4.3 kcal/mol

Last column: Mulliken charge in e.
CARTESIAN COORDINATES (ANGSTROEM)
C1 -3.20243 -16.88014 -1.59450  -0.854
C2 -2.12000 -15.92346 -1.57167  0.448
N1 -1.16658 -15.24831 -1.58080  -0.444
H1 -4.18426 -16.40555 -1.52674  0.296
H2 -3.04855 -17.60826 -0.78846  0.153
H3 -3.25062 -17.35101 -2.56628  0.343
C3 3.64179 -14.62819 1.17906  -0.901
C4 2.41690 -14.59801 1.97641  0.293
N2 1.40499 -14.57784 2.55228  -0.316
H4 4.45251 -15.15748 1.67336  0.344
H5 3.91809 -13.61832 0.86509  0.295
H6 3.42389 -15.24007 0.31479  0.270
C5 -3.61010 -19.96876 2.65601  -0.297
C6 -4.35305 -19.38909 1.52423  0.347
N3 -4.85658 -18.90262 0.61974  -0.463
H7 -2.76303 -19.28897 2.82905  0.146
H8 -3.30690 -20.98948 2.38772  0.298
H9 -4.30254 -20.05953 3.51925  -0.025
C7 -3.70813 -17.61885 5.82827  -0.550
C8 -4.53697 -18.83029 5.70460  0.410
N4 -5.22741 -19.72734 5.50465  -0.477
H10 -2.83292 -17.79081 6.41727  0.254
H11 -4.25323 -16.83494 6.30121  0.326
H12 -3.43664 -17.24687 4.82744  0.045
C9 1.14790 -16.55569 5.13555  -0.534
C10 2.45019 -16.98396 4.60984  0.394
N5 3.48260 -17.12360 4.06360  -0.488
H13 1.15307 -15.47983 5.04753  0.240
H14 0.84874 -16.88538 6.11118  0.364
H15 0.40656 -16.95746 4.42518  0.008
C11 -1.82351 -14.43749 1.93882  -0.545
C12 -1.79629 -15.85423 2.34116  0.443
N6 -1.71823 -16.93907 2.74494  -0.447
H16 -2.74220 -13.92619 2.18967  0.344
H17 -1.68930 -14.34679 0.84695  -0.067
H18 -0.97349 -13.96329 2.38554  0.292
C13 0.79361 -12.51197 -1.57503  -0.164
C14 0.58390 -11.14831 -1.04113  0.248
N7 0.44777 -10.06291 -0.70031  -0.389
H19 0.90297 -12.42461 -2.64487  0.289
H20 0.01786 -13.17879 -1.27021  0.010
H21 1.75551 -12.87085 -1.11412  0.062

Forces on atoms 1 to 2 (eV/Å):
-0.587 -0.051 0.109
2.343 1.406 -0.220

***

Record 6
Formula: C4H8OS
Source: OMol25
Level of theory: ωB97M-V/def2-TZVPD

Calculated values
**HOMO**: -8.75 eV
**Molecular weight**: 104.2 Da
**Relative energy (zero: lowest compared OMol25 entry of this formula, charge and spin)**: 125.9 kcal/mol

Last column: Mulliken charge in e.
CARTESIAN COORDINATES (ANGSTROEM)
C1 -1.62320 -1.67572 0.42215  -0.514
C2 -0.41221 -1.11304 0.26759  -0.311
S1 0.05246 0.36594 -0.59430  0.826
C3 1.47787 0.08352 -1.29435  -0.928
C4 0.52729 1.36270 0.82901  -1.089
O1 -1.46344 1.03550 -1.05987  -0.744
H1 -1.63498 -2.68606 0.75635  0.269
H2 -2.53457 -1.20722 0.09838  0.310
H3 0.48671 -1.70562 0.58876  0.308
H4 1.95137 1.01702 -1.23926  0.328
H5 1.46411 -0.50776 -2.16951  0.366
H6 1.52198 1.67529 0.91542  0.416
H7 0.02166 2.26155 0.64982  0.423
H8 0.16494 1.09392 1.82979  0.339

Forces on atoms 1 to 2 (eV/Å):
1.414 1.299 -0.965
-0.027 -2.137 0.128

***

Here are the calculated F_max numbers, same order: 6.36 0.85 5.35 4.73 3.25 6.63 (eV/A).